No. 1
{"formula": "C6H12NO", "method": "wB97M-V/def2-TZVPD", "species": ["C", "C", "C", "C", "C", "C", "N", "O", "H", "H", "H", "H", "H", "H", "H", "H", "H", "H", "H", "H"], "xyz": [[-1.70819, 0.48533, -0.18867], [-0.27061, 1.80889, 0.37316], [-0.51619, -0.35599, -0.21867], [-0.46451, -0.89441, 1.22256], [-0.37219, -1.60236, -1.21700], [1.83992, 0.71271, -0.03595], [0.47742, 0.81336, -0.41593], [-2.85927, 0.57743, -0.16038], [-0.50085, 2.79469, 0.03357], [-0.39610, 1.49196, 1.43061], [-1.29063, -1.20173, 1.77226], [0.12897, -0.24950, 1.76364], [0.08522, -1.86585, 1.12298], [-1.21324, -2.22485, -0.98336], [0.57801, -2.09206, -1.02081], [-0.59501, -1.22932, -2.34781], [2.36242, 1.67476, 0.12858], [1.99723, 0.20084, 0.96062], [2.44204, 0.13496, -0.79626], [0.27557, 1.02114, -1.42314]], "forces_ev_per_a": [[1.06, 3.86, 1.31], [-4.18, -2.38, 0.35], [0.36, -3.21, -0.81], [2.48, -2.46, -2.02], [-1.00, 3.40, -1.75], [4.02, -1.54, 0.50], [-2.45, 0.41, -0.62], [-0.29, -0.79, -0.51], [0.76, 0.47, -0.22], [0.75, 0.99, -0.88], [-2.18, 0.21, 0.39], [1.10, 1.09, 1.69], [-0.08, 0.83, 0.31], [-0.26, -0.60, 0.22], [-0.02, -0.04, -0.42], [1.06, -1.03, 2.55], [-0.84, -0.18, -0.53], [-0.68, 0.36, -1.17], [-0.70, 0.53, 0.76], [1.10, 0.09, 0.87]], "mulliken_charge": [0.20, -0.72, 0.94, -1.48, -1.35, -0.74, 0.02, -0.33, 0.37, 0.33, 0.40, 0.39, 0.36, 0.41, 0.42, 0.35, 0.36, 0.31, 0.32, 0.44], "spin_multiplicity": 1, "lumo_energy_ev": -3.725, "homo_energy_ev": -13.15, "energy_ev": -9943.715, "charge": 1}

No. 2
{"formula": "C38H33Cl2N4O4PrS", "method": "wB97M-V/def2-TZVPD", "species": ["Pr", "C", "O", "C", "C", "C", "C", "C", "C", "N", "N", "C", "C", "O", "C", "C", "C", "C", "C", "C", "C", "C", "H", "H", "H", "H", "H", "H", "H", "H", "H", "H", "H", "H", "H", "S", "C", "C", "C", "C", "C", "N", "H", "H", "H", "H", "C", "C", "C", "C", "C", "C", "N", "C", "C", "C", "C", "C", "C", "C", "O", "O", "C", "C", "H", "H", "H", "H", "H", "H", "H", "H", "H", "H", "H", "H", "H", "H", "Cl", "C", "Cl", "H", "H"], "xyz": [[-0.78285, -1.47810, -0.05554], [2.45202, -1.28341, 2.13390], [1.02706, -1.18250, 2.11183], [0.44664, -0.59174, 3.22130], [0.97627, -0.66604, 4.49721], [0.29712, -0.06977, 5.55303], [-0.89585, 0.60128, 5.33149], [-1.42092, 0.69150, 4.05334], [-0.75714, 0.09558, 2.98262], [-1.15627, 0.14396, 1.64734], [-2.29656, 0.70531, 1.44153], [-2.72574, 0.90945, 0.18339], [-1.87522, 0.84268, -0.98088], [-0.63882, 0.52681, -0.89933], [-2.43845, 1.22105, -2.24584], [-3.73825, 1.55724, -2.37094], [-4.62579, 1.58055, -1.25027], [-5.98651, 1.89694, -1.39742], [-6.82689, 1.90621, -0.31184], [-6.33279, 1.57937, 0.95556], [-5.00679, 1.25402, 1.12017], [-4.12452, 1.26772, 0.02777], [2.78470, -2.03909, 2.84936], [2.89967, -0.32082, 2.38722], [2.75059, -1.57815, 1.13274], [1.90200, -1.19332, 4.68452], [0.71041, -0.12739, 6.55120], [-1.40929, 1.07209, 6.15955], [-2.33221, 1.23733, 3.85601], [-1.76751, 1.18180, -3.09575], [-4.14307, 1.80792, -3.34487], [-6.36564, 2.12602, -2.38654], [-7.87046, 2.16806, -0.43209], [-7.00015, 1.56296, 1.80793], [-4.61937, 0.97564, 2.08978], [-3.30581, -1.97737, -1.19519], [-3.74411, -2.13975, 0.46286], [-5.09150, -2.15084, 0.87119], [-5.39723, -2.31338, 2.19933], [-4.36055, -2.44800, 3.12604], [-3.06869, -2.40379, 2.66120], [-2.74206, -2.26021, 1.36828], [-5.85087, -2.01921, 0.11347], [-6.42854, -2.33889, 2.52942], [-4.55666, -2.57647, 4.18118], [-2.23680, -2.48769, 3.35280], [7.47782, 1.81278, -2.62419], [6.22677, 1.94694, -1.79533], [6.22933, 2.78614, -0.68732], [5.10573, 2.90781, 0.11405], [3.95773, 2.21179, -0.20810], [3.92668, 1.37543, -1.32587], [2.74249, 0.66301, -1.55778], [2.08795, 0.44532, -2.74720], [2.25210, 1.35118, -3.80477], [1.55414, 1.20323, -4.98391], [0.67039, 0.14219, -5.15853], [0.48877, -0.75435, -4.12775], [1.18278, -0.63110, -2.92186], [0.79763, -1.57881, -1.84528], [-0.19177, -2.34273, -2.01096], [1.35578, -1.56577, -0.69532], [5.07932, 1.20878, -2.11301], [5.10335, 0.20555, -3.23557], [8.23634, 2.51744, -2.28805], [7.27136, 2.00221, -3.67873], [7.89394, 0.80630, -2.54276], [7.12595, 3.34304, -0.44246], [5.11802, 3.56130, 0.97709], [3.05826, 2.31241, 0.38899], [2.29854, 0.25247, -0.75592], [2.91862, 2.19333, -3.66386], [1.67833, 1.93781, -5.76977], [0.12311, 0.03494, -6.08550], [-0.20674, -1.57714, -4.22598], [4.77283, 0.63950, -4.18256], [4.43895, -0.62755, -3.01096], [6.10651, -0.19063, -3.38157], [-0.99853, -5.26007, 3.39044], [0.28047, -4.31749, 2.62404], [-0.02185, -4.07562, 0.88408], [1.21119, -4.86190, 2.71754], [0.32112, -3.34331, 3.09661]], "forces_ev_per_a": [[-2.94, -1.09, 3.75], [0.06, -0.14, -0.10], [-0.07, 0.15, 0.25], [-0.23, 0.13, -0.17], [0.02, -0.11, 0.04], [-0.01, 0.01, 0.04], [0.01, 0.01, 0.05], [0.09, -0.05, -0.12], [0.32, -0.04, 0.43], [-0.94, 1.23, 0.34], [0.57, 0.09, 0.59], [0.25, -0.18, -0.65], [-0.85, 1.16, 0.38], [0.22, 1.05, -0.85], [0.17, 0.10, -0.11], [0.09, 0.00, -0.02], [-0.06, -0.04, 0.29], [0.02, 0.01, -0.04], [-0.13, 0.06, -0.04], [0.12, -0.06, -0.01], [0.01, 0.07, 0.01], [0.00, -0.07, -0.01], [-0.01, 0.00, 0.00], [-0.05, 0.01, 0.03], [-0.02, -0.02, 0.00], [0.01, 0.04, -0.03], [0.00, -0.01, -0.01], [-0.02, -0.01, -0.01], [-0.02, -0.01, 0.00], [-0.02, 0.03, -0.01], [0.02, -0.01, -0.01], [0.01, 0.02, 0.01], [0.00, -0.04, -0.03], [0.00, 0.03, 0.00], [-0.04, 0.00, 0.03], [-0.17, -0.38, -0.55], [0.09, -0.16, 0.19], [0.04, 0.04, 0.07], [0.06, -0.03, -0.03], [-0.03, 0.00, 0.08], [0.16, 0.03, 0.01], [-0.90, -0.17, 0.31], [-0.03, -0.03, 0.02], [-0.01, 0.03, -0.03], [0.02, -0.01, 0.00], [0.00, 0.02, 0.02], [-0.09, -0.01, 0.04], [0.01, 0.06, 0.06], [0.03, 0.03, -0.01], [-0.03, -0.01, 0.03], [-0.06, -0.01, -0.05], [0.21, 0.25, 0.01], [-0.11, -0.42, 0.07], [-0.13, -0.04, -0.14], [0.06, -0.02, -0.01], [0.01, -0.01, 0.04], [-0.05, 0.01, -0.14], [0.08, 0.01, -0.02], [0.04, 0.10, 0.05], [2.19, -0.27, -1.95], [0.50, -0.40, -1.50], [1.20, 0.30, -0.79], [-0.17, -0.09, -0.01], [0.03, 0.05, 0.08], [0.00, 0.01, -0.02], [0.06, -0.02, -0.02], [0.04, 0.01, -0.04], [0.00, 0.00, -0.03], [0.01, -0.01, 0.00], [0.00, 0.04, -0.03], [0.03, -0.16, 0.11], [-0.03, 0.00, 0.01], [0.04, -0.01, -0.01], [0.00, -0.03, 0.02], [-0.01, 0.03, 0.01], [0.02, -0.04, -0.01], [-0.02, -0.02, -0.05], [-0.01, 0.00, 0.00], [0.05, -0.01, -0.03], [-0.22, 0.01, 0.03], [0.39, -1.02, 0.24], [0.04, 0.03, -0.03], [0.05, 0.02, -0.03]], "mulliken_charge": [-0.26, -1.16, 0.58, 0.56, -0.48, -0.72, -0.83, -0.71, 0.05, 1.24, -1.13, -0.03, 0.79, -0.24, -1.00, -0.93, 0.90, -0.92, -0.62, -0.75, -0.64, 1.15, 0.34, 0.43, 0.22, 0.36, 0.43, 0.42, 0.46, 0.47, 0.40, 0.42, 0.40, 0.42, 0.37, -0.50, 0.59, -0.65, -0.30, -1.15, -0.23, 0.21, 0.50, 0.42, 0.45, 0.56, -1.64, 0.95, -0.88, -0.91, -0.87, -0.13, 0.42, 0.61, -0.61, -0.62, -0.90, -0.57, 0.18, 0.93, -0.70, -0.50, 1.21, -1.41, 0.39, 0.32, 0.36, 0.34, 0.40, 0.65, -0.24, 0.60, 0.44, 0.43, 0.51, 0.31, 0.29, 0.53, -0.15, 0.44, -0.03, 0.46, -0.52], "spin_multiplicity": 3, "lumo_energy_ev": [-0.851, -0.851], "homo_energy_ev": [-7.07, -7.08], "energy_ev": -104044.372}

No. 3
{"formula": "C5H15NP", "method": "wB97M-V/def2-TZVPD", "species": ["C", "C", "C", "C", "C", "N", "P", "H", "H", "H", "H", "H", "H", "H", "H", "H", "H", "H", "H", "H", "H", "H"], "xyz": [[-0.95508, 0.75086, -2.46522], [0.31954, 2.14459, -0.36004], [-1.65258, -0.59749, 1.58751], [2.59389, -2.05387, 1.45363], [-0.85377, 1.06497, -0.93717], [2.50953, -1.58486, 0.32453], [-0.73240, -0.60065, -0.00827], [-0.53129, 1.68835, -2.89895], [-0.17308, -0.02876, -2.73574], [-1.90553, 0.41476, -2.63963], [-0.19692, 2.66921, 0.41077], [0.54735, 2.80011, -1.26115], [1.24095, 1.67129, 0.04757], [-1.43352, 0.11476, 2.41944], [-1.79565, -1.57199, 1.91526], [-2.68792, -0.26060, 1.49046], [2.88467, -3.08214, 1.45373], [2.62969, -1.48743, 2.35478], [-1.75330, 1.52168, -0.58687], [2.62950, -0.60157, 0.40864], [0.42543, -1.10385, 0.43066], [-1.10950, -1.86738, -0.40395]], "forces_ev_per_a": [[5.08, 1.01, 1.69], [-0.71, -1.88, -2.33], [-1.08, 2.81, -0.06], [1.33, -1.95, 1.76], [2.29, -0.66, 0.52], [0.24, 0.96, -2.94], [-1.92, 1.35, 2.16], [-1.25, -0.73, -0.48], [-1.09, 0.75, 0.18], [-2.31, -0.39, -1.21], [-0.04, 0.64, 0.48], [-0.15, -0.71, 1.38], [-0.68, 0.28, -0.53], [1.07, -0.74, -0.74], [0.37, -1.91, 0.82], [-0.19, -0.08, -0.97], [-0.71, -1.10, 0.79], [0.11, 0.45, 0.88], [-0.86, -0.12, 0.25], [-0.64, 1.58, -0.35], [1.95, 0.41, 0.04], [-0.80, 0.03, -1.34]], "mulliken_charge": [-1.25, -0.91, -1.14, -0.24, 0.11, -0.55, 0.39, 0.34, 0.35, 0.44, 0.36, 0.32, 0.24, 0.37, 0.40, 0.41, 0.26, 0.27, 0.44, 0.27, -0.04, 0.16], "spin_multiplicity": 1, "lumo_energy_ev": -3.473, "homo_energy_ev": -13.63, "energy_ev": -16197.357, "charge": 1}

No. 4
{"formula": "C14H16N4O2", "method": "wB97M-V/def2-TZVPD", "species": ["C", "N", "C", "C", "C", "C", "C", "C", "C", "C", "C", "C", "H", "H", "H", "H", "H", "H", "H", "H", "H", "H", "H", "H", "H", "H", "N", "C", "N", "C", "N", "O", "O", "C", "H", "H"], "xyz": [[3.63828, 3.25406, -2.14192], [2.68273, 3.11073, -1.04055], [1.73312, 4.21015, -0.84244], [2.46940, 1.88893, -0.46283], [1.55984, 1.67868, 0.56065], [0.99191, 0.44267, 0.80760], [0.02494, 0.16427, 1.81523], [-0.69536, -1.04501, 1.76405], [-1.65324, -1.33836, 2.70331], [-1.91603, -0.44911, 3.73165], [-1.21976, 0.74481, 3.80920], [-0.26898, 1.05740, 2.86627], [3.49831, 4.20039, -2.66146], [4.65642, 3.22118, -1.75865], [3.51266, 2.44769, -2.86332], [1.88022, 4.99517, -1.58412], [0.71441, 3.83256, -0.94106], [1.85648, 4.63564, 0.15250], [2.95842, 1.04108, -0.91396], [1.22824, 2.52694, 1.13526], [1.22514, -0.34838, 0.11466], [-0.50734, -1.72952, 0.95462], [-2.20547, -2.26112, 2.63604], [-2.66223, -0.68744, 4.47124], [-1.42755, 1.43501, 4.61108], [0.26505, 1.98775, 2.94296], [3.65750, -0.39410, 2.50674], [4.17360, -1.60793, 2.71840], [5.21155, -1.59172, 3.53953], [5.37623, -0.28699, 3.87607], [6.38229, 0.24512, 4.77170], [6.41041, 1.46349, 4.96164], [7.17043, -0.53141, 5.31517], [4.41193, 0.44936, 3.22781], [3.79424, -2.51455, 2.25336], [4.29350, 1.52470, 3.25112]], "forces_ev_per_a": [[0.36, -0.34, 0.04], [-0.53, -1.95, 0.36], [-0.03, -0.11, 0.55], [-0.09, 2.34, -1.52], [-0.80, -0.40, 0.52], [0.95, 1.04, -0.34], [-0.83, -0.23, 0.72], [0.45, 0.48, -0.26], [-0.24, -0.15, 0.12], [0.02, -0.11, -0.09], [-0.01, 0.18, 0.10], [0.24, -0.21, -0.47], [-0.11, -0.10, 0.19], [0.04, 0.02, -0.01], [-0.01, -0.04, -0.01], [0.18, -0.23, 0.11], [0.00, -0.01, 0.06], [-0.06, 0.12, 0.01], [0.45, -0.06, -0.06], [-0.01, 0.15, 0.09], [0.23, -0.36, 0.04], [0.11, -0.20, -0.13], [-0.05, -0.14, 0.00], [-0.11, -0.03, 0.12], [0.02, 0.08, 0.09], [0.15, 0.16, 0.08], [-1.42, 1.00, -1.14], [0.81, 0.22, 0.67], [1.06, -0.87, 0.73], [-0.16, -0.36, -0.18], [0.45, -0.81, 0.26], [-0.23, -0.41, -0.26], [-0.68, 0.56, -0.51], [-0.03, 0.70, -0.02], [0.07, 0.19, 0.15], [-0.20, -0.10, -0.03]], "mulliken_charge": [-0.85, 0.12, -0.90, -0.30, -0.32, -0.13, 0.83, -0.44, -0.59, -0.34, -0.73, -0.35, 0.32, 0.32, 0.33, 0.33, 0.35, 0.32, 0.44, 0.30, 0.35, 0.37, 0.39, 0.39, 0.39, 0.34, -0.28, -0.36, -0.65, 0.09, 0.96, -0.63, -0.58, -0.33, 0.40, 0.44], "spin_multiplicity": 1, "lumo_energy_ev": -2.437, "homo_energy_ev": -6.88, "energy_ev": -24827.078}

No. 5
{"formula": "C4H11N3O", "method": "wB97M-V/def2-TZVPD", "species": ["C", "C", "C", "N", "C", "N", "O", "N", "H", "H", "H", "H", "H", "H", "H", "H", "H", "H", "H"], "xyz": [[-1.32634, -0.63844, -0.46752], [2.57621, -0.44138, 0.79126], [0.10083, 2.00398, -0.58876], [-0.20740, -0.29003, 0.33819], [0.66298, 0.73196, 0.02277], [-1.81929, -1.97090, -0.29706], [-2.38108, 0.19896, -0.10412], [1.93652, 0.72691, 0.21096], [-2.03792, 0.63256, 0.69440], [0.26146, -1.14603, 0.60474], [-1.09690, -0.48883, -1.52789], [-2.61914, -2.05368, -0.92268], [-2.23497, -1.99562, 0.63108], [3.64988, -0.25125, 0.88536], [2.19159, -0.65613, 1.79344], [2.45691, -1.32152, 0.15061], [-0.31252, 1.79189, -1.57799], [0.88403, 2.76104, -0.69331], [-0.68483, 2.40652, 0.05651]], "forces_ev_per_a": [[-1.20, 0.39, -1.04], [0.00, 0.18, -0.12], [-0.15, -0.31, 0.20], [0.73, -1.71, 0.83], [1.83, 1.29, -0.68], [0.72, -0.79, 0.19], [-0.38, 1.73, 0.40], [-0.90, -0.10, 0.22], [-0.58, 0.10, -0.21], [0.25, 0.10, 0.20], [-0.13, -0.01, -0.08], [0.31, -0.09, 0.00], [0.09, -0.16, 0.04], [-0.22, -0.02, -0.03], [-0.01, -0.14, 0.01], [-0.04, -0.15, 0.09], [-0.18, 0.10, 0.10], [-0.06, -0.44, 0.11], [-0.07, 0.01, -0.23]], "mulliken_charge": [0.16, -0.95, -1.01, -0.42, 0.79, -0.73, -0.56, -0.57, 0.33, 0.27, 0.35, 0.29, 0.27, 0.27, 0.32, 0.33, 0.27, 0.32, 0.28], "spin_multiplicity": 1, "lumo_energy_ev": 0.883, "homo_energy_ev": -9.19, "energy_ev": -10843.791}

No. 6
{"formula": "C4H6O6", "method": "wB97M-V/def2-TZVPD", "species": ["C", "C", "C", "C", "H", "H", "H", "H", "H", "H", "O", "O", "O", "O", "O", "O"], "xyz": [[1.10172, 0.20311, 0.22833], [-0.11405, -0.32069, -0.61169], [-1.55923, -0.31269, 0.08025], [0.67824, 1.45337, 0.83449], [1.51234, -1.43771, 0.41921], [1.92488, 0.39521, -0.58069], [-0.20281, 0.40885, -1.35009], [-0.15620, -2.41810, -1.24094], [-3.14493, -1.44544, 0.37415], [1.69549, 2.48420, -0.64558], [1.23770, -0.71226, 1.16681], [0.54064, -1.57009, -1.22587], [-2.13808, -1.66197, 0.24307], [-2.14104, 0.71729, 0.26402], [0.73551, 2.63280, 0.11031], [0.02982, 1.58411, 1.93422]], "forces_ev_per_a": [[-1.63, 1.61, -2.46], [0.63, -1.56, -0.10], [0.08, -2.01, -0.61], [-4.28, 4.79, 5.05], [-0.93, 0.79, 3.28], [-0.82, -0.55, 1.50], [-0.65, 0.79, -1.91], [2.49, 3.61, 0.25], [2.63, -0.66, -0.15], [-4.54, 0.85, 3.29], [3.37, -4.69, -1.06], [-4.19, -1.44, 1.11], [-1.17, 3.84, -0.16], [0.53, -1.63, -0.12], [5.20, -2.26, -3.28], [3.26, -1.45, -4.60]], "mulliken_charge": [0.00, 0.15, 0.42, 0.49, 0.49, 0.13, 0.37, 0.37, 0.37, 0.38, -0.53, -0.63, -0.51, -0.45, -0.51, -0.55], "spin_multiplicity": 1, "lumo_energy_ev": -0.081, "homo_energy_ev": -10.41, "energy_ev": -16526.537}